Entry from the Open Molecules 2025 dataset: C15H26N2O2 in the gas phase (wB97M-V/def2-TZVPD).

Each line ends with the Löwdin charge.
Geometry (Å):
C (-2.644, -2.585, 0.438)  -0.1025
C (-4.127, -2.327, 0.203)  -0.2426
C (-4.373, -1.091, -0.670)  -0.1134
C (-3.927, 0.161, 0.067)  -0.4670
O (-4.558, 0.541, 1.040)  0.0437
N (-2.842, 0.845, -0.368)  -0.0473
C (-1.932, 0.527, -1.444)  -0.1363
H (-2.240, -0.376, -1.965)  0.1074
C (-0.507, 0.342, -0.918)  -0.1261
H (0.151, 0.130, -1.759)  0.1023
H (-0.482, -0.515, -0.242)  0.1179
C (-0.038, 1.588, -0.168)  -0.3320
C (1.362, 1.421, 0.433)  -0.1568
C (2.493, 1.375, -0.608)  -0.0868
C (2.718, -0.010, -1.179)  -0.4964
O (2.280, -0.373, -2.253)  0.0425
N (3.441, -0.861, -0.412)  0.1038
C (4.140, -0.564, 0.794)  -0.3164
C (5.357, -1.368, 1.127)  -0.0988
C (5.507, 0.068, 0.723)  -0.1009
H (5.779, 0.793, 1.474)  0.0977
H (5.910, 0.274, -0.256)  0.1060
H (5.526, -1.638, 2.157)  0.0996
H (5.668, -2.123, 0.421)  0.1025
H (3.497, -0.266, 1.616)  0.1365
H (3.603, -1.769, -0.828)  0.1520
H (3.422, 1.714, -0.149)  0.1085
H (2.249, 2.042, -1.436)  0.1262
H (1.546, 2.270, 1.097)  0.1171
H (1.379, 0.516, 1.044)  0.1147
C (-1.055, 1.903, 0.932)  -0.1365
H (-0.786, 2.825, 1.449)  0.1177
C (-2.453, 2.052, 0.336)  -0.1362
H (-3.192, 2.229, 1.119)  0.1189
H (-2.467, 2.892, -0.368)  0.1314
H (-1.064, 1.093, 1.665)  0.1274
H (-0.016, 2.431, -0.868)  0.1475
H (-1.946, 1.357, -2.164)  0.1326
H (-3.902, -1.215, -1.642)  0.0953
H (-5.449, -0.984, -0.822)  0.1225
H (-4.578, -3.197, -0.280)  0.1058
H (-4.625, -2.175, 1.162)  0.1095
H (-2.118, -2.714, -0.506)  0.0745
H (-2.506, -3.485, 1.033)  0.0706
H (-2.199, -1.751, 0.975)  0.0639

Its total energy is -23052.6892 eV. As for the HOMO-LUMO gap: 9.71 eV. For the largest force on an atom, the calculation gives 0.80 eV Å⁻¹. The spin multiplicity is 1. As for the SMILES: CCCC(=O)N1CCC(CCC(=O)NC2CC2)CC1.